Below is a cluster of 2 separate species, C29H41F13N2O9PS in total in a non-equilibrium geometry, with properties calculated with the ωB97M-V functional and the def2-TZVPD basis.

The geometry in XYZ format:
```
96
Properties=species:S:1:pos:R:3:forces:R:3:lowdin_charge:R:1
C -4.234637 1.190086 2.474211 0.2 -0.2 0.1 -0.1052
C -4.255400 2.808288 2.166866 -1.2 -0.6 -0.3 -0.2347
O -3.255315 3.477826 3.039151 0.9 -0.4 -2.2 -0.2147
C -1.937608 3.559775 2.347899 0.0 -0.2 -0.9 -0.1536
C -0.654863 3.217310 3.309566 -0.4 1.5 0.7 -0.1168
O 0.476864 2.551193 2.588111 -1.8 -1.9 0.0 -0.1913
C 0.170631 1.085051 2.464350 -3.2 1.4 2.5 -0.1224
N 1.217256 0.316647 1.685760 1.2 1.7 0.3 -0.1971
C 2.533142 1.094599 1.923142 3.1 0.1 -0.4 -0.0168
C 1.043237 0.316400 0.183729 0.0 -0.3 -4.5 -0.2085
C 0.201108 1.572988 -0.438320 0.4 1.6 0.9 -0.1109
C 0.307432 1.723179 -2.085795 0.0 -0.1 0.0 -0.0512
C -1.236443 1.760385 -2.728014 0.3 1.5 2.7 -0.1865
F -2.032669 0.669735 -2.138528 2.0 2.9 -2.2 0.0025
F -1.829197 3.043114 -2.191710 1.4 -3.8 -1.5 -0.0148
C -1.270581 1.892114 -4.354386 1.4 2.7 -0.1 -0.0982
F -2.165802 3.024536 -4.688596 2.6 -4.2 0.5 0.0506
F 0.112927 2.372574 -4.738360 -4.2 -1.5 1.3 0.0090
C -1.511508 0.517384 -5.195897 2.7 -1.1 -2.9 -0.0633
F -1.013656 -0.728027 -4.496778 -2.0 4.4 -1.9 0.0292
F -0.584172 0.616313 -6.391364 -3.1 -0.3 3.8 0.0252
C -2.997781 0.330480 -5.872307 0.3 -2.0 -3.7 -0.0681
F -2.831520 -0.862638 -6.793076 -0.4 3.7 3.2 0.0298
F -3.359516 1.440614 -6.833341 1.3 -3.6 4.0 0.0520
C -4.204112 -0.095354 -4.863456 -2.5 -2.6 -0.3 -0.0929
F -3.830881 -0.992980 -3.746654 -0.6 3.2 -3.7 0.0556
F -5.161821 -0.909134 -5.707938 3.1 2.9 2.8 0.0407
C -5.106247 1.115694 -4.241747 -4.0 1.4 1.8 -0.1283
F -4.448831 1.943453 -3.206700 -1.9 -2.8 -3.9 0.0494
F -6.258412 0.438409 -3.532475 4.1 2.3 -2.4 0.0293
F -5.771226 1.988360 -5.268019 3.0 -3.1 3.7 0.0516
C 0.409952 -1.055687 -0.454796 -1.6 0.0 1.2 -0.1009
N 1.078202 -2.324008 0.023340 1.5 1.3 -1.0 -0.2234
C 1.484295 -3.251123 -1.092904 0.3 -2.1 0.6 -0.1647
C 0.529114 -4.612567 -0.930688 -1.7 -2.3 0.0 -0.0773
C -0.885550 -4.470564 -0.086729 0.3 -3.7 -1.0 -0.0356
C -1.891062 -5.781390 0.168945 4.5 0.0 -2.4 -0.0650
C -1.399100 -7.216881 -0.458624 1.6 3.2 -0.2 -0.0711
C -0.006074 -7.339078 -1.336423 -0.9 3.4 1.6 -0.0202
C 1.012204 -6.039761 -1.609756 -3.9 -0.1 2.4 -0.1433
C 2.389037 -6.234218 -2.505099 -1.5 0.5 0.1 -0.1122
C 2.177034 -2.075403 1.030349 -0.5 0.7 0.6 -0.1050
C 1.502095 -1.080006 2.192977 1.0 -3.3 1.6 -0.2263
C 0.227769 -1.901232 2.800136 -0.7 0.1 -1.1 -0.1836
P 0.096934 -1.929742 4.704346 -0.9 -5.5 4.1 0.7276
O 0.358934 -3.404300 5.295242 -0.4 6.0 -2.9 -0.3686
O 1.057462 -0.735518 5.531042 -4.0 -0.4 -1.6 -0.2091
O -1.602206 -1.593761 5.100947 2.4 -0.4 -2.2 -0.2444
H -3.748686 0.539717 1.627675 -0.9 1.4 1.4 0.0610
H -5.334398 0.783235 2.618354 2.4 0.8 -0.2 0.0906
H -3.580380 1.023106 3.451015 -1.6 0.3 -1.9 0.0881
H -5.362545 3.173931 2.420745 2.8 -0.4 -0.2 0.1397
H -4.106894 3.072108 1.014804 -0.1 -0.6 2.5 0.1329
H -1.752905 4.633147 1.864148 -0.6 -2.2 1.1 0.1540
H -1.989920 2.800680 1.458702 0.4 1.3 1.5 0.0945
H -0.984258 2.634167 4.268738 0.6 0.8 -1.9 0.1402
H -0.226798 4.263642 3.691162 -0.7 -2.5 -0.9 0.1592
H 0.072637 0.740889 3.604495 0.7 0.1 -2.6 0.1494
H -0.935183 0.962104 2.031096 2.6 0.0 0.5 0.1556
H 2.729666 1.323971 3.052918 -0.8 -0.3 -2.2 0.1518
H 3.413702 0.362474 1.584989 -2.0 1.6 0.7 0.1318
H 2.630282 2.033097 1.211316 -0.6 -1.9 1.8 0.1281
H 2.145055 0.403995 -0.269751 -2.4 -0.2 1.1 0.1786
H 0.712365 2.562510 -0.007752 -1.2 -2.1 -0.9 0.1368
H -0.923520 1.630200 -0.042975 2.5 -0.4 -1.1 0.1197
H 0.889809 2.736526 -2.327504 -1.7 -2.3 0.4 0.1528
H 0.958008 0.864131 -2.585257 -1.6 1.7 1.0 0.1403
H -0.714546 -1.110021 -0.056099 2.1 0.3 -0.9 0.1327
H 0.304924 -1.025093 -1.636853 0.5 0.2 2.6 0.1357
H 1.445079 -2.800175 -2.170633 -0.2 -0.7 2.0 0.1271
H 2.620816 -3.569769 -0.916003 -2.4 0.5 -0.4 0.1341
H -1.278918 -3.453986 0.391022 1.3 -2.3 -1.3 0.0656
H -2.876845 -5.620679 0.812256 2.4 -0.6 -1.6 0.0887
H -2.106027 -8.154616 -0.242922 2.0 2.2 -0.7 0.0948
H 0.288057 -8.390142 -1.763983 -0.6 2.3 0.9 0.0883
H 3.300954 -6.507860 -1.814637 -1.8 0.6 -1.5 0.0908
H 2.559338 -5.218429 -3.107438 -0.2 -2.3 1.4 0.0844
H 2.151458 -7.092509 -3.288008 0.7 1.8 1.8 0.0919
H 3.146109 -1.583410 0.579930 -1.7 -1.0 0.8 0.1339
H 2.458874 -3.088521 1.585227 -0.6 2.2 -1.2 0.1704
H 2.310287 -0.999984 3.067453 -1.8 0.1 -1.9 0.1748
H -0.822078 -1.528140 2.378221 2.3 -0.6 0.9 0.1115
H 0.303214 -3.040149 2.450426 -0.1 2.5 1.0 0.1291
H 0.380531 -0.049669 5.868788 1.5 -1.3 -0.4 0.1022
H -2.176095 -2.160985 4.486735 1.3 1.0 1.3 0.0944
C 6.535933 4.976700 0.831929 0.1 0.0 -0.8 -0.1631
C 5.059685 5.157684 0.488925 0.3 0.9 0.1 -0.1688
O 4.418060 3.977675 0.967128 0.5 -0.9 0.6 -0.2209
S 5.206393 3.445890 2.292331 0.4 0.5 0.5 0.6640
O 4.500545 3.925149 3.459901 0.9 -1.1 -1.4 -0.2280
O 5.547688 2.056419 2.094118 -0.8 1.4 0.3 -0.2416
O 6.555416 4.342969 2.109895 -1.3 -0.5 0.3 -0.1799
H 7.028619 4.312290 0.114733 0.0 0.1 0.0 0.1361
H 7.070578 5.929553 0.870643 -0.1 -0.2 0.2 0.1436
H 4.893241 5.279281 -0.584052 -0.1 -0.3 0.2 0.1396
H 4.633236 6.013757 1.022416 0.1 0.0 -0.1 0.1369
```
Forces are in eV/Å.

Its charge is +1. The calculation puts the gap between HOMO and LUMO at 0.27545 hartree. As for the HOMO energy: -10.4 eV. Its LUMO energy is -2.9 eV. Its molar mass is 871.67 g mol⁻¹. The spin multiplicity is 1.



Below is a structure of composition C26H39BF6N9O6PbS3Te in a non-equilibrium geometry, with properties calculated with the ωB97M-V functional and the def2-TZVPD basis.

The geometry in XYZ format:
```
92
Properties=species:S:1:pos:R:3:forces:R:3:lowdin_charge:R:1
Pb -1.984547 -0.025333 -0.125800 -1.3 0.1 -0.4 1.4291
F -2.718075 5.785693 2.412920 0.2 -0.4 -0.2 0.1564
C -3.166054 4.540363 2.354367 -0.2 -0.3 0.4 -0.6177
F -4.459190 4.559320 2.016102 0.5 -0.1 0.1 0.1391
F -3.058687 3.993280 3.590323 0.2 0.1 -1.3 0.1257
S -2.312732 3.520572 0.951850 1.0 -0.6 -0.7 0.6457
O -2.615884 2.113722 1.284722 -0.2 1.2 -0.3 -0.4823
O -2.848744 4.108422 -0.260818 0.5 -0.6 1.6 -0.2793
N -0.699678 3.772629 0.991576 0.2 -0.9 0.5 -0.3008
S 0.458281 2.679564 1.380189 -2.6 2.4 0.9 0.5832
O 0.216579 1.375272 0.796437 0.8 -0.1 -0.2 -0.4744
O 1.724578 3.346326 1.264379 0.0 -0.7 -0.6 -0.2897
C 0.264527 2.444713 3.241036 0.4 0.0 0.3 -0.5518
F -0.772289 1.622251 3.496037 1.0 0.9 0.1 0.1197
F 1.423309 1.841265 3.722897 -1.8 1.2 -0.4 0.0797
F 0.049436 3.678303 3.812514 0.6 -2.3 -0.6 0.1119
B -5.835211 -0.215455 -1.438370 0.3 0.2 -0.3 -0.4753
N -5.247002 -0.568488 -0.058748 0.6 -1.0 3.5 -0.0703
C -5.866315 -0.582872 1.207017 0.8 -0.1 -1.9 -0.0344
C -5.273044 -1.547419 2.016643 0.8 0.7 -1.5 -0.0518
C -4.221656 -2.052163 1.221276 0.1 0.4 -0.6 -0.1887
N -4.149901 -1.425442 0.016722 -1.3 -0.4 0.6 -0.0982
N -5.030916 0.937367 -2.037771 1.7 3.5 -0.6 -0.0763
C -5.529596 2.057076 -2.668511 3.3 -0.8 -0.1 -0.0369
C -4.422698 2.844577 -3.139432 -0.4 -2.2 1.5 -0.0436
C -3.271556 2.134837 -2.672272 -0.5 0.7 0.0 -0.1987
N -3.633448 1.054067 -1.974097 -1.2 -1.0 -0.3 -0.0509
H -6.934206 0.198603 -1.277886 -0.5 -0.1 0.0 0.0694
H -5.711617 -1.132659 -2.216947 -0.2 -0.3 0.3 0.0641
H -6.651483 0.131954 1.449441 0.1 -0.4 -0.3 0.1279
H -5.459999 -1.746857 3.042638 -0.3 -0.2 0.4 0.0877
H -3.539781 -2.898107 1.376709 -0.2 0.7 0.3 0.0832
H -6.578404 2.172442 -2.789610 -0.5 0.1 -0.1 0.1056
H -4.458130 3.787895 -3.624374 0.0 0.4 -0.4 0.0735
H -2.171566 2.353135 -2.774589 -1.6 0.0 0.1 0.1010
N -1.900766 -1.886247 -1.961448 0.9 0.2 -0.8 -0.0267
N -0.880185 -1.779544 -2.997527 2.0 -0.5 -0.1 0.0379
C -0.243723 -0.536238 -3.138932 -2.6 -1.1 2.1 -0.7563
O 0.908885 -0.599107 -3.691581 2.0 2.1 0.1 -0.1547
O -0.785871 0.480423 -2.648470 1.8 -0.2 -0.3 -0.1182
H -2.004586 -2.857438 -1.664050 0.4 0.2 -0.1 0.1013
H -2.754201 -1.649678 -2.429033 -0.9 0.2 -0.2 0.0733
H -0.165390 -2.560218 -3.067647 -1.7 1.1 0.2 0.1772
C 0.603519 -5.495282 3.518362 -0.2 1.0 0.1 -0.1034
C -0.250902 -4.568442 4.425131 0.0 0.6 -0.7 -0.2421
C 0.449356 -3.330577 5.062805 -1.0 -0.2 0.2 -0.1798
C 0.307998 -2.072524 4.187107 0.0 0.4 1.3 -0.2129
N 1.279309 -2.017893 3.111436 0.0 0.0 -0.7 0.0408
C 0.961774 -2.236313 1.829289 0.8 0.2 -0.2 -0.7952
S -0.617486 -2.476325 1.261258 -0.2 -0.2 -0.1 0.5863
N 1.977357 -2.278166 0.923395 -0.1 0.3 0.1 -0.0065
C 3.346312 -1.820176 1.184384 0.3 0.3 -0.1 -0.1869
C 4.232175 -2.906470 1.809008 0.6 0.0 1.1 -0.2074
C 4.603251 -4.147861 0.980659 -1.5 -0.1 -0.1 -0.2825
C 5.569806 -3.931318 -0.164730 -0.4 0.8 -0.2 -0.1128
H -0.024159 -6.355951 3.315175 0.2 -0.3 -0.3 0.0654
H 1.539503 -5.808116 3.994902 -0.2 0.0 0.0 0.0705
H 0.855350 -4.999280 2.557903 -0.1 -0.3 0.5 0.0500
H -0.734911 -5.169208 5.202699 0.2 0.1 -0.1 0.1007
H -1.068895 -4.131332 3.781789 0.6 -0.7 0.7 0.0909
H 1.490665 -3.487603 5.333180 0.3 -0.2 -0.2 0.1033
H -0.025603 -3.129886 6.050940 0.1 0.1 -0.7 0.1180
H 0.431630 -1.192807 4.853880 0.1 -0.3 -0.6 0.1274
H -0.678572 -1.996073 3.721157 0.2 -0.1 0.3 0.0717
H 2.250933 -1.857530 3.356565 -0.3 -0.2 -0.1 0.1307
H 1.659359 -2.331140 -0.036836 0.1 -0.1 0.4 0.1041
H 3.285523 -0.896515 1.844235 0.3 -0.9 -0.9 0.1363
H 3.789947 -1.561192 0.198529 -0.4 0.2 0.6 0.1151
H 3.720285 -3.268964 2.721002 0.2 0.1 -0.3 0.1008
H 5.192390 -2.462126 2.196977 -0.9 -0.1 -0.5 0.1320
H 3.680460 -4.646957 0.591009 0.4 0.5 0.2 0.1160
H 4.951772 -4.874593 1.698152 0.6 -0.2 0.2 0.1003
H 5.033350 -3.390075 -0.976622 0.4 -0.5 0.2 0.0679
H 5.924638 -4.910264 -0.521614 0.2 0.6 -0.1 0.0826
H 6.372874 -3.232904 0.139580 0.0 -0.7 -0.1 0.0806
C 2.112168 3.406599 -2.304940 -1.9 -0.4 -0.8 -0.2031
Te 2.073188 1.119814 -2.510898 0.4 0.0 -0.6 1.9338
C 3.613986 1.704031 -3.990452 -0.6 -1.0 0.3 -0.2817
C 3.521834 3.155622 -4.333417 -1.6 0.9 1.4 -0.2777
C 4.060887 3.614297 -5.498954 -0.7 1.3 -0.5 -0.0316
C 3.742306 4.902715 -5.984997 0.8 0.3 0.6 -0.0330
C 2.963488 5.758389 -5.202414 -0.4 0.0 -0.3 -0.0454
C 2.400541 5.299236 -3.997918 0.5 -0.2 0.4 -0.0084
C 2.695594 4.020991 -3.519970 1.0 -1.4 -1.7 -0.2521
H 2.605038 3.611842 -1.357579 0.1 -0.6 0.4 0.0897
H 1.034077 3.534185 -2.221798 0.0 0.7 0.4 0.0698
H 3.429763 1.022845 -4.831478 0.3 0.2 0.1 0.0854
H 4.541836 1.410654 -3.487427 0.0 -0.1 0.1 0.0842
H 4.657349 2.946894 -6.055497 0.6 -0.5 -0.8 0.1106
H 4.216213 5.281311 -6.910726 -0.5 -0.4 0.6 0.1262
H 2.738027 6.784700 -5.563678 0.2 -0.9 0.4 0.1290
H 1.796230 5.938935 -3.366457 -0.1 0.1 -0.2 0.1267
```
Forces are in eV/Å.

The calculation puts the relative energy (zero: lowest compared OMol25 entry of this formula, charge and spin) at 1.3113 eV. Its charge is +1. The calculation puts the gap between HOMO and LUMO (alpha / beta) at 0.10241 / 0.10238 hartree. As for the HOMO energy (alpha / beta): -10.1 / -10.1 eV. Its LUMO energy (alpha / beta) is -7.3 / -7.3 eV. Its molar mass is 1129.46 g mol⁻¹. The spin multiplicity is 1.



Below is a cluster of 7 separate species, H14O7 in total in a non-equilibrium geometry, with properties calculated with the ωB97M-V functional and the def2-TZVPD basis.

The geometry in XYZ format:
```
21
Properties=species:S:1:pos:R:3:forces:R:3:lowdin_charge:R:1
O -0.960746 2.549847 1.695045 0.0 0.0 0.4 -0.0506
H -1.027362 1.897901 0.997366 0.2 -0.2 -0.5 -0.0177
H -1.718008 3.120355 1.563496 -0.1 0.2 -0.1 0.0281
O -2.920608 1.374432 -0.803855 0.3 0.0 0.0 -0.0367
H -3.526164 1.160516 -1.513620 -0.2 0.0 -0.3 0.0454
H -3.265668 0.905076 -0.044342 -0.2 -0.1 0.3 0.0418
O -0.539325 -1.761110 1.670343 0.2 0.0 0.0 -0.0266
H -1.001779 -1.894035 2.497813 -0.1 0.1 0.3 0.0630
H -0.787121 -2.513727 1.133333 -0.1 -0.3 -0.3 0.0620
O 1.435916 2.169650 -2.117981 0.3 0.3 -0.2 -0.0456
H 0.693640 2.190055 -2.722008 -0.1 0.0 -0.1 0.0297
H 1.177907 1.543216 -1.441781 -0.3 -0.1 0.3 -0.0197
O -0.148181 0.197910 -0.427862 0.2 0.4 -0.1 -0.0363
H -0.998700 0.063847 -0.846046 -0.3 0.2 -0.3 0.0296
H -0.183312 -0.337761 0.364636 0.1 -0.3 0.5 0.0050
O 2.129669 -2.534881 0.620394 -0.2 -0.9 0.7 -0.0233
H 2.911503 -3.015825 0.891784 0.3 -0.2 0.0 0.0727
H 1.569430 -2.530047 1.396502 -0.3 0.3 0.3 0.0356
O 2.650256 -0.926237 -1.251675 0.5 0.6 -0.9 -0.0711
H 2.488078 -1.451511 -0.468082 -0.2 0.0 0.1 -0.0619
H 2.020573 -0.207672 -1.193458 -0.1 0.0 -0.1 -0.0235
```
Forces are in eV/Å.

The calculation puts the relative energy (zero: lowest compared OMol25 entry of this formula, charge and spin) at 1.7443 eV. Its structure (SMILES) is O.O.O.O.O.O.O. Its charge is 0. The calculation puts the gap between HOMO and LUMO at 0.35169 hartree. As for the HOMO energy: -9.8 eV. Its LUMO energy is -0.2 eV. Its molar mass is 126.10 g mol⁻¹. The spin multiplicity is 1.